[1]
Molecular formula: C28H28AuCl3N6O4S3
Method: DFT, ωB97M-V with the def2-TZVPD basis set

Calculated values
Relative energy (zero: lowest compared OMol25 entry of this formula, charge and spin), kcal per mole: 46.0
HOMO level (alpha / beta), eV: -12.4 / -12.4
HOMO-LUMO gap (alpha / beta), eV: 2.5 / 2.5
E_LUMO (alpha / beta), eV: -9.84 / -9.83
Net charge: +2

The geometry in XYZ format:
```
73
Properties=species:S:1:pos:R:3:mulliken_charge:R:1
Au -0.5001 -1.4764 -0.4682 0.825
N -1.0136 2.7192 -7.7799 -0.377
C -1.1114 2.2337 -6.5537 1.199
C 0.0760 1.9083 -5.8190 -0.898
C -0.0339 1.4224 -4.5519 -0.565
C -1.3105 1.2377 -3.9894 -0.036
C -2.4886 1.5525 -4.6952 -0.403
C -2.3994 2.0472 -5.9595 -0.796
S -1.4396 0.6852 -2.3035 1.361
O -0.3317 1.2696 -1.6018 -0.505
O -2.7838 0.9478 -1.8997 -0.738
N -1.0978 -0.9131 -2.3725 0.057
C -2.0921 -1.7769 -2.8772 0.350
N -2.7880 -1.3831 -3.9325 -0.352
C -3.7102 -2.2409 -4.3712 -0.191
C -3.9182 -3.4745 -3.7831 -0.711
C -3.1141 -3.7853 -2.7006 -0.166
N -2.1950 -2.9387 -2.2368 -0.260
H -0.1160 2.8720 -8.2182 0.233
H -1.8348 2.9674 -8.3144 0.238
H 1.0428 2.0765 -6.2753 0.341
H 0.8418 1.2055 -3.9562 0.576
H -3.4419 1.4112 -4.2074 0.565
H -3.2856 2.3137 -6.5208 0.351
H -4.2951 -1.9238 -5.2266 0.464
H -4.6692 -4.1583 -4.1476 0.403
H -3.2071 -4.7305 -2.1794 0.470
Cl -1.2450 4.2299 0.0592 -0.184
C -0.7606 3.3050 1.4405 0.421
C 0.4918 2.7149 1.4669 -1.033
C 0.8476 1.9692 2.5780 0.274
C -0.0171 1.7786 3.6542 -0.898
C 0.4283 0.8436 4.7542 0.585
C -0.4093 -0.4453 4.8227 -0.965
N -0.1642 -1.2530 3.6237 0.247
C 0.6138 -2.3812 3.5121 -0.187
C 0.6347 -2.7136 2.1948 -0.817
N -0.1253 -1.7911 1.5121 -0.553
C -0.5917 -0.9281 2.4041 0.132
O 0.4250 1.4676 6.0152 -0.442
C 1.6092 1.2084 6.7776 -0.719
C 2.8273 1.7657 6.1092 0.235
C 3.7924 1.0314 5.4866 0.575
Cl 3.8511 -0.6863 5.3447 -0.190
S 5.0228 1.9908 4.7798 -0.155
C 4.2423 3.4239 5.3045 -0.367
C 3.1016 3.1623 5.9911 -0.772
C -1.2561 2.4166 3.6055 1.139
Cl -2.3888 2.2906 4.9123 -0.174
C -1.6340 3.1773 2.5083 -0.899
H 1.1688 2.8347 0.6338 0.449
H 1.8274 1.5057 2.6109 0.459
H 1.4416 0.5354 4.4783 -0.180
H -1.4742 -0.2394 4.8823 0.282
H -0.1208 -1.0204 5.7005 0.353
H 1.0788 -2.8394 4.3665 0.458
H 1.1301 -3.5267 1.6962 0.495
H -1.2189 -0.0778 2.1943 0.576
H 1.7254 0.1340 6.9507 0.320
H 1.4383 1.6892 7.7386 0.432
H 4.6841 4.3840 5.0936 0.453
H 2.4665 3.9277 6.4127 0.436
H -2.5999 3.6613 2.4906 0.496
C 2.8830 -2.8038 -3.2186 -1.094
S 1.2181 -3.1748 -2.7021 0.767
C 1.3582 -4.9428 -2.5315 -1.093
O 1.1843 -2.6710 -1.2539 -0.581
H 3.0627 -3.2850 -4.1790 0.459
H 3.5753 -3.1666 -2.4605 0.364
H 2.9629 -1.7240 -3.3184 0.315
H 1.5978 -5.3671 -3.5059 0.450
H 0.3946 -5.3154 -2.1917 0.314
H 2.1368 -5.1635 -1.8030 0.379
```


[2]
Molecular formula: C24H52BrINO11P3S6
Method: DFT, ωB97M-V with the def2-TZVPD basis set

Calculated values
Relative energy (zero: lowest compared OMol25 entry of this formula, charge and spin), kcal per mole: 44.5
HOMO level, eV: -8.0
Structure (SMILES): CCSC[C@@](O[C@H](C[C@H](C)I)[C@@H](CCCS)NP(O)Br)([PH2]=S)P(=O)(O)O.O=S1(=O)CCCC1.O=S1(=O)CCCC1.O=S1(=O)CCCC1
HOMO-LUMO gap, eV: 8.0
E_LUMO, eV: 0.01

The geometry in XYZ format:
```
99
Properties=species:S:1:pos:R:3:mulliken_charge:R:1
C -6.6628 -0.7847 -0.1968 -1.108
C -5.1814 -0.5220 0.3715 0.607
S -5.0923 0.9176 1.5158 -0.272
C -3.7529 2.0853 1.0200 -0.350
C -3.5401 2.2896 -0.5322 0.045
O -2.7232 1.2959 -1.1523 -0.372
C -1.3765 1.2787 -0.6555 -0.448
C -0.4136 1.5768 -1.9116 -1.714
C -1.1307 1.3795 -3.2919 -0.247
C -1.5175 -0.1190 -3.6295 -0.656
I 0.3197 2.0220 -4.8271 0.013
C -0.9275 -0.1692 -0.1189 -1.067
C -0.0814 0.0910 1.2094 -0.991
C 1.2160 0.9523 0.9564 0.461
C 2.1230 0.8888 2.2721 -0.687
S 2.6242 2.5460 2.9232 -0.227
N -2.1348 -0.9436 0.2813 0.302
P -1.7830 -2.6097 0.6680 0.160
O -3.2010 -3.4373 0.2507 -0.375
Br -1.7289 -2.7076 2.9300 -0.286
P -5.1740 2.3094 -1.5377 0.066
S -6.6422 3.2495 -0.6873 -0.290
P -2.8422 4.0586 -0.7282 1.060
O -3.9105 5.1313 -0.7178 -0.694
O -2.0220 4.2230 -2.2003 -0.504
O -1.8190 4.3882 0.5861 -0.486
H -7.2918 0.0967 0.0819 0.328
H -6.5710 -0.8185 -1.3196 0.303
H -7.0813 -1.7536 0.1676 0.309
H -4.8914 -1.4617 0.9245 0.094
H -4.4873 -0.4719 -0.5052 -0.132
H -4.0310 3.0916 1.4483 0.577
H -2.8204 1.7751 1.5654 0.207
H -1.1676 1.9837 0.1863 0.664
H -0.0515 2.6392 -1.8193 0.487
H 0.5194 0.9460 -1.8504 0.640
H -2.0198 2.0295 -3.4508 0.404
H -1.1869 -0.3823 -4.6718 0.404
H -2.6442 -0.2081 -3.6577 0.121
H -1.1541 -0.8681 -2.8819 0.116
H -0.3549 -0.7521 -0.8799 0.684
H -0.7348 0.5861 1.9912 0.074
H 0.2648 -0.8750 1.6761 0.719
H 1.8536 0.5115 0.1368 -0.625
H 1.0070 2.0313 0.7223 0.415
H 3.0744 0.3204 2.0699 0.311
H 1.5615 0.3705 3.1008 0.494
H 1.4467 3.0777 3.4257 0.108
H -2.5496 -0.4433 1.0803 0.270
H -3.8012 -3.4466 1.0226 0.237
H -4.8749 2.9859 -2.7641 0.146
H -5.5280 0.9659 -1.8928 0.062
H -2.2473 5.0849 -2.5845 0.359
H -1.5724 5.3255 0.5331 0.322
O 4.1535 -1.7307 0.0084 -0.738
S 4.2997 -0.8326 -1.1152 1.365
O 3.1739 -0.4485 -1.9411 -0.666
C 5.1372 0.6415 -0.5546 -0.448
C 6.6177 0.3119 -0.7372 -0.456
C 6.7290 -0.3883 -2.0949 -0.817
C 5.6187 -1.4383 -2.1621 -0.769
H 4.8637 0.8515 0.4685 0.313
H 4.8316 1.4661 -1.2027 0.352
H 7.2322 1.2037 -0.6953 0.243
H 6.9498 -0.3663 0.0546 0.289
H 6.5931 0.3455 -2.8947 0.323
H 7.7097 -0.8460 -2.2343 0.382
H 5.2433 -1.5671 -3.1765 0.350
H 5.9500 -2.3979 -1.7648 0.370
O 7.5818 3.4918 -0.2503 -0.755
S 6.7075 3.3889 0.8958 1.268
O 6.1202 2.1316 1.3105 -0.674
C 7.5192 4.1387 2.2969 -0.822
C 7.1129 5.6056 2.2255 -0.613
C 5.6199 5.6072 1.8815 -0.578
C 5.4122 4.6140 0.7350 -0.446
H 8.5950 3.9853 2.2277 0.395
H 7.1290 3.6657 3.1995 0.369
H 7.3130 6.1222 3.1648 0.365
H 7.6747 6.1117 1.4350 0.295
H 5.0445 5.2867 2.7546 0.212
H 5.2699 6.6031 1.6068 0.362
H 4.4413 4.1220 0.7975 0.137
H 5.5232 5.0953 -0.2370 0.399
O -5.7839 -7.5028 2.8347 -0.669
S -5.0894 -6.8482 1.7522 1.043
O -4.9818 -5.4100 1.6684 -0.595
C -3.4582 -7.5591 1.6119 -0.623
C -3.6418 -8.7388 0.6649 -0.603
C -4.5544 -8.2337 -0.4563 -0.614
C -5.7177 -7.4855 0.2009 -0.632
H -3.0952 -7.8492 2.5964 0.400
H -2.8021 -6.8029 1.1768 0.294
H -2.6858 -9.0950 0.2795 0.336
H -4.1252 -9.5680 1.1894 0.304
H -3.9946 -7.5504 -1.1010 0.300
H -4.9160 -9.0510 -1.0819 0.318
H -6.0638 -6.6565 -0.4146 0.350
H -6.5490 -8.1541 0.4246 0.345
```


[3]
Molecular formula: C6H16N3SeSr
Method: DFT, ωB97M-V with the def2-TZVPD basis set

Calculated values
Relative energy (zero: lowest compared OMol25 entry of this formula, charge and spin), kcal per mole: 61.3
HOMO level, eV: -1.2
HOMO-LUMO gap, eV: 3.4
E_LUMO, eV: 2.29
Net charge: -1

The geometry in XYZ format:
```
27
Properties=species:S:1:pos:R:3:mulliken_charge:R:1
C 0.2244 1.1041 -3.7864 -0.987
Sr -0.8770 -0.4726 -2.2637 -0.061
N -0.9830 -1.9891 -0.0820 -0.389
H 0.2744 -2.1348 -3.1539 -0.167
H -0.0911 -2.1311 0.3981 0.059
H -1.5668 -2.9321 -2.4792 -0.234
H 0.2874 0.2754 -4.5340 0.231
H 1.1241 1.5086 -3.3246 0.046
H -0.8045 1.1885 -3.5730 0.088
H -1.6570 -1.6253 0.5930 0.129
H -1.3177 -2.8963 -0.4099 0.301
C -1.6746 2.0717 1.1131 -0.959
N -0.6588 1.0794 1.4122 0.478
C -0.6294 0.3140 2.5642 -0.581
C 0.5465 -0.3720 2.5564 -0.541
N 1.2157 -0.0152 1.3988 0.307
C 2.5653 -0.4291 1.0666 -0.924
C 0.4902 0.8994 0.6851 -0.313
Se 1.0611 1.8816 -0.7531 -0.244
H -2.6555 1.5850 0.9841 0.323
H -1.4078 2.5928 0.1816 0.309
H -1.7512 2.8128 1.9258 0.329
H -1.4244 0.3461 3.2840 0.460
H 0.9717 -1.0531 3.2680 0.436
H 3.2718 -0.1282 1.8556 0.339
H 2.6080 -1.5246 0.9540 0.331
H 2.8582 0.0439 0.1192 0.237
```


The following E_tot values (in eV) correspond, in order, to the records above: -120368.516 -220765.451 -77128.050.